Record 1
ORCA calculation (ωB97M-V/def2-TZVPD) on 2 unconnected molecules or ions with the total composition CH3ClO2P.

## Properties
lowest unoccupied orbital energy	3.54	eV
net charge	-1
Kohn-Sham gap	8.02	eV
relative energy (zero: lowest compared OMol25 entry of this formula, charge and spin)	19.9	kcal per mole
HOMO	-4.476	eV
calculated total energy	-992.067791	a.u.

```
8
Properties=species:S:1:pos:R:3:forces:R:3:nbo_charge:R:1
C -0.01278 0.77298 -0.03666 0.196 -0.666 -0.058 -1.103
O 1.29242 -1.29704 1.32718 -0.133 0.545 0.219 -1.038
O 1.45702 -1.30853 -1.23549 -0.070 0.477 -0.546 -1.042
P 1.00821 -0.70874 0.01735 -0.332 -0.404 0.367 2.247
Cl -2.96281 -0.53522 0.05347 -0.072 -0.011 -0.031 -0.916
H -1.06815 0.38511 -0.13489 0.194 -0.013 0.046 0.356
H 0.05046 1.30605 0.90380 0.115 0.037 0.110 0.252
H 0.23564 1.38539 -0.89476 0.102 0.034 -0.107 0.244
```
Forces are in eV/Å.

***

Record 2
ORCA calculation (ωB97M-V/def2-TZVPD) on a gas-phase ion, CH3ClO2PS (charge -1).

## Properties
SMILES string	CS[P@@](=O)([O-])Cl
lowest unoccupied orbital energy	3.46	eV
net charge	-1
Kohn-Sham gap	7.96	eV
relative energy (zero: lowest compared OMol25 entry of this formula, charge and spin)	16.1	kcal per mole
HOMO	-4.491	eV
calculated total energy	-1390.271965	a.u.

```
9
Properties=species:S:1:pos:R:3:forces:R:3:nbo_charge:R:1
C -0.66372 -0.46474 -1.15467 2.765 -0.197 -2.990 -0.701
O 0.07004 1.91110 0.90733 0.498 -0.928 0.405 -1.133
O -0.58289 -0.57321 1.69598 3.598 3.196 -0.982 -1.136
P 0.48841 0.49194 1.14776 -5.018 -2.253 -0.438 1.905
S 1.16433 -0.36647 -0.73873 -1.048 0.213 1.368 -0.250
Cl 2.21108 0.43729 2.10140 1.593 -0.064 1.305 -0.336
H -0.71594 -1.45360 -1.60479 -0.690 -0.029 0.155 0.198
H -0.61843 0.27440 -1.95712 -1.052 -0.067 0.003 0.200
H -1.35289 -0.25671 -0.39717 -0.644 0.129 1.175 0.254
```
Forces are in eV/Å.

***

Record 3
ORCA calculation (ωB97M-V/def2-TZVPD) on 2 unconnected molecules or ions with the total composition CH3ClO3S.

## Properties
lowest unoccupied orbital energy	0.28	eV
Kohn-Sham gap	10.55	eV
relative energy (zero: lowest compared OMol25 entry of this formula, charge and spin)	16.6	kcal per mole
HOMO	-10.276	eV
calculated total energy	-1123.938963	a.u.

```
9
Properties=species:S:1:pos:R:3:forces:R:3:nbo_charge:R:1
C -0.06647 -2.47362 -0.48543 1.866 -1.041 -1.551 0.305
O -0.30011 2.89335 0.85208 0.624 0.272 -0.709 -0.908
O 0.12869 1.70845 -1.25257 1.211 0.988 -3.739 -0.875
O -0.41894 -1.34352 -0.27431 0.113 -1.361 0.010 -0.515
S -0.18950 1.45905 0.06676 -1.140 -0.774 4.849 1.605
Cl 1.61064 0.93851 1.12429 -0.292 0.054 -0.409 -0.330
H 1.03562 -2.79341 -0.87141 -1.804 1.163 0.983 0.098
H -0.69105 -3.41934 -0.50994 -0.209 1.104 0.510 0.114
H -1.10887 3.03053 1.35053 -0.368 -0.405 0.057 0.506
```
Forces are in eV/Å.

***

Record 4
ORCA calculation (ωB97M-V/def2-TZVPD) on a single CH3ClOS2 molecule.

## Properties
lowest unoccupied orbital energy	-0.24	eV
Kohn-Sham gap	9.36	eV
relative energy (zero: lowest compared OMol25 entry of this formula, charge and spin)	13.8	kcal per mole
HOMO	-9.602	eV
calculated total energy	-1371.671938	a.u.

```
8
Properties=species:S:1:pos:R:3:forces:R:3:nbo_charge:R:1
C 0.89723 0.44150 0.71330 -0.191 2.152 -0.918 -0.808
O -0.85426 0.52428 -1.41961 0.063 1.117 -1.061 -0.898
S 0.33053 -1.24906 0.46634 0.240 0.206 -0.002 0.021
S -0.75510 -0.90880 -1.38308 -0.150 -0.305 1.161 1.191
Cl -2.65196 -1.46332 -0.72089 -0.017 -0.441 -0.027 -0.256
H 0.20437 1.17817 0.12144 1.442 -1.504 0.830 0.284
H 1.96893 0.63637 0.50712 -0.622 -0.552 -0.730 0.226
H 0.86025 0.84087 1.71539 -0.765 -0.672 0.747 0.239
```
Forces are in eV/Å.

***

Record 5
ORCA calculation (ωB97M-V/def2-TZVPD) on a molecular structure, CH3ClOSi.

## Properties
lowest unoccupied orbital energy	-0.59	eV
Kohn-Sham gap	9.43	eV
relative energy (zero: lowest compared OMol25 entry of this formula, charge and spin)	38.8	kcal per mole
HOMO	-10.022	eV
calculated total energy	-864.775143	a.u.

```
7
Properties=species:S:1:pos:R:3:forces:R:3:nbo_charge:R:1
C -0.11623 1.10428 -0.39199 1.189 1.905 -1.410 0.010
O 0.85003 1.81997 -0.15517 -1.454 -0.423 -0.245 -0.485
Si 0.03080 -0.64792 0.25437 3.139 -1.885 0.668 0.985
Cl -1.66690 -1.41603 -0.47766 -0.725 -0.933 -0.222 -0.357
H -0.98282 1.49102 -1.12260 1.288 -0.738 1.466 0.143
H 1.64336 -1.65482 0.20813 -2.643 1.688 -0.908 -0.134
H 0.24177 -0.69650 1.68492 -0.794 0.386 0.650 -0.162
```
Forces are in eV/Å.

***

Record 6
ORCA calculation (ωB97M-V/def2-TZVPD) on a gas-phase ion, CH3ClP5 (charge +1).

## Properties
lowest unoccupied orbital energy	-5.04	eV
net charge	+1
Kohn-Sham gap	8.93	eV
relative energy (zero: lowest compared OMol25 entry of this formula, charge and spin)	10.0	kcal per mole
HOMO	-13.977	eV
calculated total energy	-2206.635467	a.u.

```
10
Properties=species:S:1:pos:R:3:forces:R:3:nbo_charge:R:1
C -1.18386 -1.12457 0.38087 2.150 1.904 -1.966 -0.939
P 1.98022 1.97454 -0.90407 0.380 0.422 0.276 0.120
P 0.23395 1.53014 -2.07207 -0.335 -0.190 0.364 0.118
P 1.55466 -0.17084 -1.35187 -0.627 0.287 0.719 0.137
P -0.02098 2.15571 0.13755 0.564 -1.235 -0.596 0.153
P 0.29885 -0.03000 0.47565 0.096 0.786 1.149 0.755
Cl 1.32936 -0.30718 2.29228 -0.905 0.008 -1.574 -0.172
H -1.59469 -1.54440 1.19930 -1.103 -0.720 3.464 0.278
H -0.63363 -1.96479 -0.03498 -0.844 -0.322 -1.299 0.265
H -1.96388 -0.51860 -0.12267 0.623 -0.941 -0.538 0.284
```
Forces are in eV/Å.

***

Record 7
ORCA calculation (ωB97M-V/def2-TZVPD) on a single CH3F molecule.

## Properties
SMILES string	CF
lowest unoccupied orbital energy	1.15	eV
Kohn-Sham gap	12.95	eV
relative energy (zero: lowest compared OMol25 entry of this formula, charge and spin)	13.0	kcal per mole
HOMO	-11.798	eV
calculated total energy	-139.724717	a.u.

```
5
Properties=species:S:1:pos:R:3:forces:R:3:nbo_charge:R:1
C -0.03851 -0.00197 -0.11160 -0.074 1.368 5.390 -0.143
H -0.33191 -0.92879 -0.50458 0.038 -1.045 -1.198 0.175
H -0.17968 -0.14710 1.08787 0.338 0.108 -2.621 0.154
H -0.81231 0.81902 -0.24818 1.756 -0.521 -0.856 0.184
F 1.36242 0.25885 -0.22350 -2.059 0.090 -0.715 -0.369
```
Forces are in eV/Å.

***

Record 8
ORCA calculation (ωB97M-V/def2-TZVPD) on a molecular structure, CH3F18OP3Zn.

## Properties
lowest unoccupied orbital energy	5.47	eV
net charge	-2
Kohn-Sham gap	8.27	eV
relative energy (zero: lowest compared OMol25 entry of this formula, charge and spin)	0.0	kcal per mole
HOMO	-2.801	eV
calculated total energy	-4716.948309	a.u.

```
27
Properties=species:S:1:pos:R:3:forces:R:3:nbo_charge:R:1
Zn 0.13891 -0.01259 -0.07416 0.749 0.053 -1.243 1.783
C 1.50139 -0.50705 -2.87451 0.195 -1.012 0.253 -0.193
O 1.28292 -0.38979 -1.53096 0.078 0.329 1.138 -1.089
H 0.63520 -0.20599 -3.47915 0.189 0.112 -0.238 0.143
H 2.44021 -0.02681 -3.21638 -0.338 0.626 0.086 0.115
H 1.74975 -1.56774 -3.10644 -0.468 0.013 -0.206 0.118
P 1.33886 -2.34057 1.86742 -1.010 -1.811 0.254 2.608
F 2.37949 -1.94658 3.00510 0.435 0.355 -0.102 -0.580
F 1.10522 -0.72837 1.49996 0.328 0.154 0.593 -0.635
F 2.47144 -2.43123 0.75678 0.232 0.285 -0.009 -0.573
F 0.19353 -2.65742 0.74853 0.294 0.039 0.040 -0.593
F 1.52894 -3.92865 2.18450 -0.047 0.267 -0.110 -0.599
F 0.16060 -2.28082 2.97926 0.054 0.386 -0.195 -0.588
P 0.19521 2.75808 1.64669 0.294 -0.192 -0.609 2.605
F 1.00503 4.13726 1.64111 -0.108 0.303 0.068 -0.587
F 1.32998 2.10262 2.56737 -0.063 -0.225 0.054 -0.580
F -0.66674 3.11842 2.94963 0.099 0.056 0.065 -0.585
F -0.57333 1.28856 1.52700 -0.311 -0.388 0.241 -0.624
F -0.95396 3.39152 0.72533 0.157 0.035 -0.154 -0.580
F 1.02405 2.24817 0.29749 -0.187 0.234 0.227 -0.611
P -2.64353 -0.01504 -1.46479 -0.570 0.422 0.315 2.604
F -1.97874 -0.63260 -2.77831 0.073 0.009 -0.152 -0.579
F -1.93285 -1.16564 -0.55612 0.330 -0.110 0.174 -0.600
F -1.25696 0.89846 -1.23476 -0.442 0.338 -0.285 -0.627
F -3.22541 0.64874 -0.11314 -0.101 -0.295 -0.127 -0.582
F -3.30515 1.17765 -2.30583 0.205 0.063 -0.250 -0.584
F -3.94407 -0.93256 -1.66161 -0.067 -0.045 0.170 -0.587
```
Forces are in eV/Å.

***

- Look up the calculated total energy of the fourth one.
  -1371.671938 a.u.